10 unconnected molecules or ions with the total composition C70H67F9NO2P in a non-equilibrium geometry. Source: the Open Molecules 2025 dataset; level of theory: ωB97M-V with the def2-TZVPD basis set.

Calculated values
- strongest force on any atom (eV Å⁻¹) = 2.8
- HOMO level (eV) = -7.589
- SMILES string = CCP(CC)N1C(=O)c2cccc(CC(C)C)c2C1=O.Fc1ccccc1.Fc1ccccc1.Fc1ccccc1.Fc1ccccc1.Fc1ccccc1.Fc1ccccc1.Fc1ccccc1.Fc1ccccc1.Fc1ccccc1
- total charge = 0

The geometry in XYZ format:
```
150
Properties=species:S:1:pos:R:3:forces:R:3:lowdin_charge:R:1
C 2.6601 -1.1745 0.0970 0.2 0.2 -0.4 -0.1585
C 2.3983 -0.4946 -1.2512 0.0 0.1 0.7 -0.3831
P 0.6973 -0.7402 -1.9049 -0.6 -1.4 -2.3 1.0490
C -0.3388 -1.7229 -0.7017 0.4 -0.1 0.7 -0.3875
C -0.4245 -3.1904 -1.1581 0.1 0.6 -0.4 -0.1779
N -0.0815 0.8084 -2.1923 0.9 0.9 0.1 -0.1435
C 0.0545 1.8171 -1.2005 -1.4 -0.4 0.9 -0.4104
O 0.9497 2.5933 -1.0691 0.8 0.0 0.1 0.1301
C -1.2368 1.7731 -0.4210 -0.2 0.1 -0.1 -0.0853
C -1.5447 2.2364 0.8436 0.1 0.1 -0.5 0.0067
C -2.8648 2.0926 1.2584 0.0 0.0 0.0 -0.0417
C -3.8319 1.5185 0.4363 0.2 0.0 -0.2 -0.0152
C -3.5301 1.0504 -0.8595 0.1 0.0 0.0 -0.1142
C -4.5856 0.4803 -1.7904 0.3 -0.1 0.6 -0.0959
C -4.8904 -1.0282 -1.6574 0.0 -0.3 -0.2 -0.3819
C -5.2204 -1.4923 -0.2336 0.0 0.1 -0.6 -0.0645
C -3.8191 -1.9366 -2.3134 -0.2 0.6 0.3 -0.0452
C -2.1957 1.1887 -1.2500 -0.1 0.2 0.0 -0.0487
C -1.4858 0.8041 -2.5281 0.2 -0.3 1.2 -0.4091
O -1.9138 0.5683 -3.6094 -0.3 -0.3 -0.6 0.1403
H 2.1804 -0.6623 0.9272 -0.1 -0.1 0.1 0.0758
H 3.7327 -1.1731 0.2544 0.1 0.1 0.2 0.0518
H 2.3677 -2.2232 0.0695 -0.2 0.0 0.1 0.0639
H 3.0403 -1.0030 -1.9682 -0.1 0.1 -0.3 0.0502
H 2.7234 0.5448 -1.2333 -0.2 0.1 0.0 0.0734
H -1.3627 -1.3556 -0.6545 0.0 0.4 0.0 0.0542
H 0.0714 -1.7380 0.3107 -0.2 0.3 0.1 0.0634
H -0.6632 -3.2071 -2.2216 -0.1 -0.2 0.0 0.0529
H 0.5339 -3.6830 -1.0350 0.0 -0.2 0.1 0.0462
H -1.2020 -3.7015 -0.5960 0.0 -0.2 0.1 0.0664
H -0.7808 2.7099 1.4447 -0.1 0.0 0.1 0.1136
H -3.1546 2.4664 2.2314 0.0 -0.1 0.1 0.0984
H -4.8425 1.4794 0.8325 0.3 -0.2 -0.3 0.0759
H -5.5038 1.0271 -1.5700 -0.1 0.1 -0.3 0.1100
H -4.2510 0.6541 -2.8096 -0.3 0.2 -0.1 0.1142
H -5.7944 -1.1916 -2.2467 -0.1 0.3 0.0 0.1226
H -5.7057 -0.6989 0.3197 0.0 0.1 0.3 0.0424
H -5.9254 -2.3211 -0.2968 0.1 -0.2 0.1 0.0802
H -4.3168 -1.8317 0.2716 0.0 0.1 0.3 0.0786
H -4.2310 -2.4171 -3.1960 0.1 -0.2 0.0 0.0794
H -2.9680 -1.3475 -2.6373 0.2 -0.1 -0.1 0.0479
H -3.4802 -2.6796 -1.5962 0.1 -0.2 -0.1 0.0617
F -6.6446 0.9269 1.6390 -0.3 0.0 0.1 0.0173
C -7.3673 0.7056 2.7647 -0.1 0.0 0.2 -0.2684
C -7.4735 1.7198 3.6935 0.1 0.2 0.0 -0.0273
C -8.2189 1.4955 4.8422 0.1 -0.2 0.0 -0.0991
C -8.8344 0.2677 5.0452 0.0 0.0 0.1 -0.0896
C -8.7082 -0.7382 4.0965 0.0 0.1 0.0 -0.0699
C -7.9718 -0.5210 2.9407 0.0 -0.1 -0.1 -0.0072
H -6.9801 2.6671 3.5166 0.0 0.0 0.0 0.1221
H -8.3192 2.2814 5.5788 0.0 0.0 0.0 0.1122
H -9.4127 0.0957 5.9429 0.0 0.0 0.0 0.1060
H -9.1845 -1.6961 4.2553 0.0 0.0 0.0 0.1079
H -7.8671 -1.2879 2.1848 0.0 0.0 0.0 0.1175
F 2.0905 -3.5194 -2.7930 0.1 -0.1 0.0 0.0259
C 2.5007 -4.2038 -3.8783 0.1 -0.1 -0.2 -0.2758
C 1.6238 -5.0689 -4.4996 -0.2 0.0 0.0 -0.0106
C 2.0566 -5.7671 -5.6178 0.1 0.1 0.0 -0.0799
C 3.3518 -5.5994 -6.0901 0.0 0.0 0.0 -0.0947
C 4.2175 -4.7262 -5.4460 -0.1 0.0 0.0 -0.0786
C 3.7897 -4.0171 -4.3333 0.1 0.1 0.1 -0.0174
H 0.6214 -5.1897 -4.1108 0.0 0.0 0.0 0.1171
H 1.3801 -6.4445 -6.1212 0.0 0.0 0.0 0.1051
H 3.6854 -6.1490 -6.9600 0.0 0.0 0.0 0.1009
H 5.2287 -4.5966 -5.8095 0.0 0.0 0.0 0.1037
H 4.4429 -3.3246 -3.8190 0.0 0.0 0.0 0.0939
F -1.5894 3.6941 3.8822 -0.1 -0.1 0.0 0.0432
C -0.4663 4.2054 4.4330 0.2 0.1 0.1 -0.2861
C 0.3025 3.4100 5.2580 -0.1 -0.2 0.0 -0.0182
C 1.4586 3.9447 5.8101 0.0 0.1 -0.1 -0.0822
C 1.8246 5.2563 5.5346 0.0 -0.1 0.0 -0.0887
C 1.0332 6.0359 4.7019 0.1 -0.1 0.1 -0.0773
C -0.1200 5.5075 4.1444 -0.1 0.2 -0.2 -0.0181
H -0.0026 2.3923 5.4624 0.0 0.0 0.0 0.1168
H 2.0764 3.3335 6.4543 0.0 0.0 0.0 0.1039
H 2.7271 5.6681 5.9659 0.0 0.0 0.0 0.1019
H 1.3140 7.0568 4.4842 0.0 0.0 0.0 0.0968
H -0.7454 6.0957 3.4856 0.0 0.0 0.0 0.1149
F -9.8351 3.4849 -2.2426 0.0 0.0 0.0 0.0561
C -8.7204 4.0064 -1.6947 0.2 0.1 0.1 -0.2979
C -7.9287 3.2072 -0.8941 0.0 -0.2 0.0 -0.0305
C -6.7804 3.7473 -0.3342 0.0 0.1 -0.1 -0.0819
C -6.4424 5.0726 -0.5733 0.0 0.0 0.0 -0.0853
C -7.2548 5.8596 -1.3782 0.0 -0.1 0.1 -0.0788
C -8.4020 5.3255 -1.9492 -0.1 0.1 -0.1 -0.0157
H -8.2118 2.1778 -0.7129 0.0 0.0 0.0 0.1202
H -6.1498 3.1285 0.2883 0.0 0.0 0.0 0.0764
H -5.5468 5.4902 -0.1325 0.0 0.0 0.0 0.1028
H -6.9961 6.8934 -1.5634 0.0 0.0 0.0 0.1052
H -9.0440 5.9200 -2.5856 0.0 0.0 0.0 0.1181
F -12.4587 1.7817 4.1359 0.0 0.0 0.0 0.0533
C -12.1652 2.5127 3.0408 0.0 0.1 -0.2 -0.2817
C -13.1968 2.9880 2.2566 -0.2 0.0 0.0 -0.0196
C -12.8899 3.7423 1.1329 0.1 0.0 0.0 -0.0801
C -11.5659 4.0026 0.8057 0.0 0.1 -0.1 -0.0890
C -10.5448 3.5118 1.6076 -0.1 0.0 0.0 -0.0686
C -10.8422 2.7632 2.7380 0.1 -0.1 0.1 -0.0032
H -14.2214 2.7676 2.5252 0.0 0.0 0.0 0.1161
H -13.6872 4.1267 0.5110 0.0 0.0 0.0 0.1045
H -11.3303 4.5867 -0.0741 0.0 0.0 0.0 0.0962
H -9.5121 3.7102 1.3516 0.0 0.0 0.0 0.0927
H -10.0612 2.3756 3.3794 -0.1 0.0 -0.1 0.0859
F 1.9077 8.2502 2.3588 0.0 0.0 0.0 0.0406
C 2.2482 7.4468 1.3256 0.1 -0.2 -0.2 -0.2884
C 1.2701 6.6895 0.7112 -0.2 0.0 0.1 -0.0190
C 1.6219 5.8657 -0.3480 0.1 0.1 0.0 -0.0762
C 2.9415 5.8032 -0.7729 0.0 0.0 0.0 -0.0874
C 3.9099 6.5703 -0.1404 -0.1 0.0 0.0 -0.0834
C 3.5646 7.4031 0.9150 0.1 0.1 0.1 -0.0225
H 0.2477 6.7430 1.0614 0.0 0.0 0.0 0.1095
H 0.8666 5.2684 -0.8401 0.0 0.0 0.0 0.0950
H 3.2127 5.1551 -1.5953 0.0 0.0 0.0 0.1043
H 4.9399 6.5201 -0.4673 0.0 0.0 0.0 0.1033
H 4.3044 8.0128 1.4168 0.0 0.0 0.0 0.1153
F 4.6727 -1.6349 2.2288 0.1 0.0 0.2 0.0433
C 5.9773 -1.8702 2.4833 0.2 -0.1 0.0 -0.2802
C 6.5970 -2.9272 1.8479 -0.1 -0.1 -0.1 -0.0120
C 7.9387 -3.1675 2.1019 0.0 0.1 0.2 -0.0824
C 8.6355 -2.3585 2.9902 0.0 0.0 0.0 -0.0922
C 7.9904 -1.3030 3.6213 0.0 -0.1 -0.1 -0.0846
C 6.6504 -1.0493 3.3651 -0.1 0.1 0.1 -0.0180
H 6.0338 -3.5500 1.1650 0.0 0.0 0.0 0.1170
H 8.4381 -3.9860 1.6074 0.0 0.0 0.0 0.0900
H 9.6816 -2.5502 3.1891 0.0 0.0 0.0 0.1002
H 8.5312 -0.6738 4.3155 0.0 0.0 0.0 0.1038
H 6.1306 -0.2275 3.8394 0.0 0.0 0.0 0.1169
F 8.3180 -4.5777 -0.6204 0.0 -0.1 -0.1 0.0369
C 8.4528 -3.8308 -1.7390 0.1 0.2 -0.3 -0.2816
C 7.3305 -3.5118 -2.4764 -0.2 -0.1 0.1 -0.0116
C 7.4768 -2.7420 -3.6216 0.1 0.0 0.0 -0.0810
C 8.7342 -2.3101 -4.0186 0.0 0.0 -0.1 -0.0886
C 9.8498 -2.6454 -3.2656 -0.1 0.0 0.0 -0.0752
C 9.7115 -3.4071 -2.1155 0.2 -0.1 0.2 -0.0252
H 6.3585 -3.8639 -2.1543 0.0 0.0 0.0 0.1112
H 6.6058 -2.4776 -4.2067 0.0 0.0 0.0 0.0938
H 8.8435 -1.7130 -4.9140 0.0 0.0 0.0 0.1032
H 10.8322 -2.3143 -3.5737 0.0 0.0 0.0 0.1073
H 10.5719 -3.6705 -1.5142 0.0 0.0 0.0 0.1162
F 10.2343 -6.4827 -3.5679 0.0 0.0 0.0 0.0596
C 10.8393 -7.2945 -2.6792 0.1 -0.1 0.1 -0.2814
C 11.4760 -8.4310 -3.1364 0.0 -0.1 -0.2 -0.0178
C 12.1012 -9.2629 -2.2185 0.0 0.1 0.1 -0.0847
C 12.0748 -8.9555 -0.8648 0.0 0.0 0.0 -0.0983
C 11.4253 -7.8094 -0.4269 0.0 -0.1 -0.1 -0.0793
C 10.8056 -6.9670 -1.3385 -0.1 0.2 0.1 -0.0130
H 11.4786 -8.6562 -4.1945 0.0 0.0 0.0 0.1169
H 12.6096 -10.1538 -2.5620 0.0 0.0 0.0 0.1040
H 12.5603 -9.6092 -0.1524 0.0 0.0 0.0 0.1001
H 11.3998 -7.5694 0.6277 0.0 0.0 0.0 0.1051
H 10.3015 -6.0662 -1.0179 -0.1 0.0 0.0 0.0908
```
Positions in Å, forces in eV/Å.